Density functional theory data (ωB97M-V/def2-TZVPD) for a 2-piece molecular cluster, C7H16N2O overall.

XYZ file:
```
26
Properties=species:S:1:pos:R:3:forces:R:3
H -2.073536 0.251398 -0.639768 0.2688 0.2572 -0.0178
N -1.789686 -0.113826 0.266838 -0.6127 -0.2558 -0.1480
C -0.806264 0.478721 0.795300 0.0611 0.3512 0.1504
C -0.366999 0.006748 2.146735 -0.0711 -0.0154 0.0744
C -0.049724 1.665574 0.223952 -0.0369 0.1343 -0.3367
C 1.466026 1.531753 0.394521 -0.2647 -0.0847 0.2268
C -0.389023 1.939289 -1.242007 -0.1463 0.0974 0.3961
H -1.106648 -0.677723 2.552206 -0.0376 -0.0064 0.0248
H 0.591809 -0.496356 2.061526 0.1840 -0.0418 0.0575
H -0.247425 0.851046 2.820658 0.0596 0.1090 0.1397
H -0.380079 2.532629 0.814461 0.0171 -0.0696 -0.0010
H 1.956947 2.382047 -0.054306 0.1689 0.3352 -0.1079
H 1.829032 0.628192 -0.080804 0.0873 -0.0934 -0.0487
H 1.743831 1.494291 1.445809 0.0848 -0.0133 0.0348
H -0.115243 1.094953 -1.866767 0.0259 -0.1210 -0.1284
H 0.161880 2.809136 -1.587301 0.0639 0.0984 -0.0700
H -1.449705 2.151015 -1.372379 -0.0611 -0.0065 -0.0938
C 0.196025 -1.726661 -1.788812 0.2955 -0.0319 0.0240
C 0.583099 -1.943958 -0.343882 -0.1855 -0.3518 -0.2791
N -0.307042 -2.678762 0.360544 -0.0404 -0.4812 0.2361
O 1.631796 -1.560205 0.134698 0.2734 0.0291 0.0398
H 0.888570 -1.030719 -2.253393 -0.0099 0.0336 0.0219
H -0.820751 -1.360826 -1.865706 -0.1634 0.0500 -0.0552
H 0.259964 -2.678935 -2.311318 -0.0093 -0.0822 -0.0689
H -0.151989 -2.781414 1.351430 0.0186 0.0402 -0.1115
H -1.254864 -2.767407 0.037768 0.0300 0.1195 0.0409
```
Positions in Å, forces in eV/Å.

Values from the calculation:
- E (hartree) = -461.08624
- SMILES = [H]/N=C(/C)C(C)C.CC(N)=O
- energy relative to the best compared isomer or geometry (same formula, charge and spin) (eV) = 0.4789
- net charge = 0
- maximum force (Eh/bohr) = 0.0132